# C30H46BrN3P2SeV

C30H46BrN3P2SeV as an isolated structure in a non-equilibrium geometry (ωB97M-V/def2-TZVPD, OMol25).

Properties
Gap between HOMO and LUMO (alpha / beta), eV: 7.00 / 4.58
Net charge: +2
E, eV: -215959.9619
M, g/mol: 720.475
Max |F|, eV/A: 6.82
Spin multiplicity: 4

Each line ends with the Löwdin spin population.
Atoms and positions in Å:
C1 -0.940 6.891 -2.242  0.008
C2 -1.178 5.506 -2.368  0.001
C3 -1.576 5.059 -3.661  0.010
C4 -1.529 5.922 -4.746  -0.001
N1 -1.213 7.203 -4.609  0.010
C5 -0.950 7.671 -3.397  -0.002
C6 -0.986 4.420 -1.434  0.035
C7 -1.299 3.168 -1.576  0.004
C8 -0.799 1.832 -1.871  -0.004
C9 0.615 1.880 -1.912  0.009
C10 1.336 0.983 -1.123  0.035
C11 0.746 -0.115 -0.417  -0.029
C12 -0.620 -0.095 -0.347  0.023
C13 -1.373 0.880 -0.991  -0.007
V1 -0.246 2.480 -0.161  1.874
P1 1.932 -1.121 0.570  -0.005
H1 -1.774 4.007 -3.859  0.000
H2 -0.676 7.353 -1.308  0.000
H3 -1.746 5.504 -5.732  0.000
H4 -0.716 8.731 -3.379  0.000
H5 -2.474 0.762 -1.057  0.002
H6 1.110 2.609 -2.576  0.003
H7 -1.141 -0.971 0.088  0.000
H8 2.419 1.072 -1.239  0.003
C14 1.568 -2.053 2.072  0.000
C15 2.369 -3.331 2.208  0.000
H9 0.468 -2.266 2.100  0.000
H10 1.733 -1.376 2.921  0.000
H11 2.220 -3.733 3.217  0.000
H12 2.037 -4.095 1.492  0.000
H13 3.440 -3.133 2.060  0.000
C16 2.686 -2.103 -0.742  -0.001
C17 3.785 -1.444 -1.572  0.000
H14 1.828 -2.402 -1.378  0.001
H15 3.071 -2.984 -0.205  0.000
H16 4.098 -2.199 -2.300  0.000
H17 3.482 -0.542 -2.126  0.000
H18 4.675 -1.219 -0.975  0.000
C18 3.053 0.176 1.061  -0.001
C19 4.312 -0.412 1.618  0.000
H19 2.507 0.872 1.726  0.000
H20 3.298 0.784 0.189  0.001
H21 5.050 0.382 1.720  0.000
H22 4.125 -0.871 2.581  0.000
H23 4.708 -1.175 0.951  0.000
Br1 -1.476 -1.470 2.268  0.017
P2 -2.417 -2.880 -1.969  0.592
C20 -0.604 -2.953 -1.629  0.095
C21 0.006 -4.349 -1.830  0.018
H24 -0.506 -2.643 -0.572  0.010
H25 -0.155 -2.190 -2.292  0.005
H26 1.099 -4.275 -1.759  0.000
H27 -0.353 -5.031 -1.043  0.001
H28 -0.252 -4.752 -2.821  0.003
C22 -3.356 -2.563 -0.430  0.092
C23 -4.633 -3.422 -0.289  0.017
H29 -3.563 -1.480 -0.455  0.016
H30 -2.669 -2.733 0.425  0.003
H31 -4.944 -3.425 0.764  0.000
H32 -5.452 -3.011 -0.897  0.000
H33 -4.426 -4.456 -0.603  0.004
C24 -2.879 -1.591 -3.165  0.079
C25 -3.249 -2.267 -4.490  0.025
H34 -2.017 -0.922 -3.271  0.010
H35 -3.740 -1.059 -2.729  0.003
H36 -3.563 -1.523 -5.220  0.001
H37 -2.390 -2.798 -4.910  0.002
H38 -4.082 -2.963 -4.349  0.003
C26 -2.106 1.593 4.057  0.000
N2 -0.820 1.102 4.509  0.002
C27 -0.629 0.246 5.572  0.001
C28 0.699 0.078 5.726  0.000
N3 1.325 0.831 4.746  0.000
C29 2.769 0.955 4.634  0.001
C30 0.372 1.424 3.946  0.003
Se1 0.596 2.581 2.490  0.026
H39 -1.931 2.512 3.492  0.000
H40 -2.717 1.806 4.942  0.000
H41 -2.596 0.839 3.432  0.000
H42 -1.452 -0.165 6.127  0.000
H43 1.262 -0.486 6.453  0.000
H44 3.185 1.053 5.649  0.000
H45 3.203 0.042 4.188  0.000
H46 3.030 1.838 4.029  0.001

---

# C25H57AsN4O3OsSSi3

C25H57AsN4O3OsSSi3 as an isolated structure in a non-equilibrium geometry (ωB97M-V/def2-TZVPD, OMol25).

Properties
Gap between HOMO and LUMO (alpha / beta), eV: 8.16 / 6.13
Net charge: +4
E, eV: -136689.1403
M, g/mol: 843.233
Max |F|, eV/A: 1.17
Spin multiplicity: 5

Each line ends with the Löwdin spin population.
Atoms and positions in Å:
Os1 -0.130 -0.449 0.068  2.539
C1 3.525 -0.797 0.954  0.006
O1 2.197 -0.340 1.304  0.074
C2 2.179 0.659 2.327  0.004
C3 1.290 1.748 1.840  0.005
O2 -0.043 1.233 1.529  0.026
C4 -0.943 2.362 1.369  0.003
H1 4.166 0.054 0.723  0.001
H2 3.436 -1.436 0.081  0.001
H3 3.960 -1.358 1.776  0.001
H4 3.177 1.061 2.509  0.001
H5 1.808 0.239 3.260  0.001
H6 1.704 2.201 0.935  0.000
H7 1.167 2.522 2.600  0.001
H8 -1.018 2.866 2.332  0.000
H9 -1.908 1.986 1.049  0.001
H10 -0.543 3.051 0.627  0.000
N1 2.529 -0.551 -3.284  0.008
C5 3.325 0.405 -2.705  0.004
C6 2.744 0.712 -1.510  0.010
N2 1.611 -0.049 -1.356  0.052
C7 1.511 -0.798 -2.446  0.009
C8 0.335 -1.624 -2.572  0.023
N3 -0.508 -1.664 -1.536  0.007
C9 -1.629 -2.354 -1.960  0.008
C10 -1.431 -2.760 -3.237  0.002
N4 -0.185 -2.292 -3.601  0.013
H11 2.732 -1.006 -4.164  0.000
H12 4.218 0.780 -3.178  0.000
H13 3.077 1.423 -0.774  0.000
H14 -2.487 -2.487 -1.333  0.002
H15 -2.052 -3.327 -3.910  0.000
H16 0.242 -2.442 -4.506  0.000
C11 0.438 4.903 -3.060  0.000
C12 -0.441 4.691 -1.832  0.001
C13 -1.481 3.589 -2.012  0.006
S1 -0.693 1.975 -2.314  0.022
O3 -1.219 1.023 -1.185  0.159
C14 -1.523 1.420 -3.828  0.005
C15 -2.907 0.810 -3.631  0.000
C16 -4.004 1.792 -3.236  0.000
H17 1.096 5.758 -2.916  0.000
H18 -0.169 5.107 -3.945  0.000
H19 1.072 4.037 -3.271  0.000
H20 -0.993 5.609 -1.623  0.000
H21 0.172 4.494 -0.946  0.000
H22 -2.137 3.802 -2.854  0.001
H23 -2.100 3.426 -1.129  0.000
H24 -0.829 0.704 -4.274  0.000
H25 -1.540 2.303 -4.472  0.001
H26 -2.839 0.009 -2.891  0.000
H27 -3.164 0.340 -4.583  0.000
H28 -3.872 2.167 -2.220  0.000
H29 -4.977 1.306 -3.279  0.000
H30 -4.043 2.643 -3.918  0.000
C17 -2.465 -4.641 0.067  0.044
Si1 -3.431 -3.493 1.146  0.108
C18 -4.420 -2.118 0.403  0.026
C19 -4.216 -4.328 2.565  0.010
As1 -1.162 -1.784 1.793  0.513
Si2 -2.379 -0.533 4.144  0.093
C20 -3.586 0.581 3.337  0.014
C21 -0.886 0.180 4.918  0.037
C22 -3.035 -2.054 4.927  0.012
Si3 0.430 -3.588 2.586  0.058
C23 -0.631 -4.943 3.257  0.006
C24 1.447 -2.870 3.952  0.018
C25 1.323 -4.047 1.014  0.013
H31 -2.987 -4.762 -0.888  0.005
H32 -2.431 -5.620 0.549  0.002
H33 -1.446 -4.322 -0.146  0.007
H34 -4.960 -2.487 -0.477  0.004
H35 -3.832 -1.251 0.103  0.002
H36 -5.172 -1.797 1.126  0.000
H37 -4.846 -5.101 2.098  0.003
H38 -4.872 -3.683 3.146  0.000
H39 -3.524 -4.850 3.224  0.001
H40 -3.145 1.530 3.039  0.000
H41 -4.372 0.798 4.071  0.003
H42 -4.068 0.114 2.477  0.001
H43 -0.521 1.065 4.399  0.000
H44 -0.084 -0.549 5.036  0.002
H45 -1.186 0.490 5.929  0.007
H46 -4.097 -2.173 4.712  0.000
H47 -2.922 -1.951 6.012  0.002
H48 -2.501 -2.955 4.632  0.001
H49 -1.343 -4.586 4.002  0.000
H50 0.037 -5.637 3.781  0.001
H51 -1.153 -5.517 2.493  0.000
H52 0.903 -2.932 4.897  0.000
H53 1.762 -1.852 3.791  0.000
H54 2.347 -3.483 4.062  0.003
H55 0.903 -4.960 0.588  0.000
H56 2.375 -4.251 1.230  0.001
H57 1.282 -3.260 0.259  0.006

---

# C59H86F2N13O10S2Zr

C59H86F2N13O10S2Zr as an isolated structure in a non-equilibrium geometry (ωB97M-V/def2-TZVPD, OMol25).

Properties
Gap between HOMO and LUMO, eV: 1.74
Net charge: +7
E, eV: -130723.1330
M, g/mol: 1330.772
Max |F|, eV/A: 9.78

Each line ends with the Löwdin charge.
Atoms and positions in Å:
Zr1 -0.138 4.896 0.422  1.675
C1 3.031 0.595 3.135  -0.028
C2 4.536 0.669 2.889  -0.440
C3 5.113 1.538 4.049  -0.163
C4 6.578 1.450 4.334  -0.128
C5 6.948 -0.057 4.515  -0.114
C6 6.615 -0.890 3.281  -0.449
N1 5.142 -0.713 2.984  0.088
O1 4.578 -1.625 2.105  0.042
C7 6.922 -2.341 3.836  0.005
C8 7.478 -0.634 2.037  0.013
C9 4.865 1.455 1.600  -0.015
H1 2.850 0.250 4.152  0.099
H2 2.520 -0.045 2.413  0.064
H3 2.576 1.578 3.010  0.095
H4 4.471 1.386 4.920  0.124
H5 4.917 2.592 3.840  0.130
H6 6.832 2.127 5.149  0.138
H7 7.007 1.897 3.434  0.109
H8 6.533 -0.535 5.403  0.130
H9 8.000 -0.207 4.762  0.142
H10 6.202 -2.506 4.636  0.095
H11 7.975 -2.429 4.092  0.113
H12 6.674 -3.085 3.078  0.085
H13 7.577 0.443 1.903  0.072
H14 6.911 -1.128 1.247  0.082
H15 8.497 -1.018 2.028  0.116
H16 5.869 1.607 1.203  0.086
H17 4.528 2.479 1.760  0.090
H18 4.320 0.872 0.854  0.076
O2 -1.873 3.643 1.010  -0.490
C10 -1.496 2.276 1.260  -0.312
C11 0.011 1.829 0.869  -0.306
O3 0.855 2.923 0.518  -0.475
H19 -2.213 1.586 0.804  0.070
H20 -1.604 1.995 2.311  0.063
H21 -0.035 1.111 0.045  0.061
H22 0.534 1.288 1.662  0.074
C12 -1.431 1.332 5.173  -0.073
C13 -1.470 2.035 6.582  -0.109
N2 -2.606 1.592 7.449  -0.042
C14 -2.445 1.504 8.842  0.046
C15 -3.638 1.016 9.328  0.047
N3 -4.469 0.846 8.228  -0.097
C16 -3.800 1.026 7.104  -0.022
C17 -5.818 0.283 8.324  0.032
H23 -2.258 1.590 4.512  0.058
H24 -1.433 0.245 5.263  0.050
H25 -0.483 1.620 4.720  0.074
H26 -1.678 3.086 6.384  0.133
H27 -0.518 1.911 7.093  0.129
H28 -1.495 1.800 9.257  0.145
H29 -4.027 0.715 10.288  0.153
H30 -4.224 0.862 6.127  0.155
H31 -6.535 1.104 8.332  0.115
H32 -6.052 -0.322 9.198  0.117
H33 -5.963 -0.298 7.414  0.095
C18 -8.654 0.730 -2.138  -0.041
C19 -7.706 0.398 -1.022  -0.210
N4 -6.564 1.253 -0.920  -0.039
C20 -6.191 2.159 0.051  0.020
C21 -4.976 2.734 -0.326  0.019
N5 -4.659 2.181 -1.542  -0.057
C22 -5.556 1.204 -1.820  -0.008
C23 -3.535 2.549 -2.408  0.010
H34 -8.801 1.805 -2.251  0.102
H35 -9.615 0.219 -2.150  0.097
H36 -8.231 0.464 -3.110  0.086
H37 -7.310 -0.615 -1.114  0.118
H38 -8.260 0.316 -0.087  0.123
H39 -6.791 2.520 0.871  0.142
H40 -4.334 3.466 0.140  0.127
H41 -5.526 0.603 -2.715  0.166
H42 -3.474 2.022 -3.357  0.087
H43 -2.622 2.520 -1.813  0.073
H44 -3.655 3.592 -2.703  0.116
C24 1.273 -1.550 -0.831  0.046
N6 2.288 -1.724 -1.920  -0.051
C25 3.598 -1.837 -1.622  0.038
C26 4.542 -2.024 -2.634  0.080
C27 4.116 -2.033 -3.986  -0.095
C28 2.741 -1.941 -4.226  0.023
C29 1.839 -1.845 -3.196  0.021
C30 5.117 -2.220 -5.091  -0.128
C31 4.800 -2.832 -6.301  0.051
C32 5.735 -3.066 -7.311  0.025
N7 6.997 -2.747 -7.115  -0.045
C33 7.375 -2.036 -5.993  0.074
C34 6.447 -1.831 -4.968  0.036
C35 7.976 -2.853 -8.268  0.083
H45 1.538 -0.657 -0.264  0.087
H46 1.298 -2.486 -0.275  0.124
H47 0.276 -1.302 -1.187  0.058
H48 3.790 -1.852 -0.557  0.138
H49 5.589 -2.261 -2.507  0.135
H50 2.443 -1.976 -5.264  0.117
H51 0.769 -1.862 -3.345  0.124
H52 3.830 -3.289 -6.441  0.134
H53 5.380 -3.521 -8.225  0.169
H54 8.396 -1.692 -5.926  0.161
H55 6.733 -1.163 -4.167  0.132
H56 7.688 -3.737 -8.836  0.117
H57 9.020 -2.926 -7.970  0.121
H58 7.831 -1.955 -8.868  0.123
C36 -0.885 -0.113 -6.568  0.048
N8 0.148 0.433 -5.654  -0.056
C37 -0.282 1.079 -4.549  0.030
C38 0.656 1.663 -3.694  0.070
C39 2.010 1.716 -4.032  -0.116
C40 2.348 1.084 -5.245  0.016
C41 1.445 0.456 -6.060  0.010
C42 3.053 2.440 -3.302  -0.121
C43 3.099 2.517 -1.909  0.025
C44 4.028 3.239 -1.247  -0.002
N9 4.921 3.998 -1.933  -0.034
C45 4.850 4.015 -3.280  0.031
C46 3.944 3.285 -4.002  0.070
C47 5.946 4.825 -1.145  0.079
H59 -1.361 -0.956 -6.066  0.107
H60 -0.486 -0.557 -7.479  0.113
H61 -1.636 0.613 -6.875  0.128
H62 -1.349 1.048 -4.381  0.118
H63 0.288 2.177 -2.816  0.124
H64 3.358 1.099 -5.630  0.136
H65 1.631 0.051 -7.043  0.158
H66 2.395 1.894 -1.374  0.109
H67 4.189 3.275 -0.181  0.117
H68 5.527 4.720 -3.742  0.168
H69 3.871 3.280 -5.080  0.139
H70 5.775 4.845 -0.073  0.113
H71 5.838 5.817 -1.583  0.104
H72 6.913 4.475 -1.505  0.114
C48 -10.837 -4.065 0.053  0.064
N10 -9.401 -3.731 0.212  -0.064
C49 -9.128 -2.641 0.944  0.017
C50 -7.822 -2.295 1.284  0.019
C51 -6.774 -3.097 0.903  -0.140
C52 -7.031 -4.223 0.068  0.092
C53 -8.381 -4.498 -0.270  0.069
C54 -5.425 -2.865 1.444  -0.132
C55 -4.716 -3.909 1.981  0.081
C56 -3.494 -3.625 2.616  0.049
N11 -2.986 -2.378 2.627  -0.081
C57 -3.684 -1.344 2.087  0.007
C58 -4.932 -1.548 1.532  0.044
C59 -1.618 -2.146 3.138  0.042
H73 -11.131 -4.451 1.029  0.128
H74 -10.963 -4.905 -0.629  0.118
H75 -11.410 -3.197 -0.265  0.121
H76 -9.948 -2.076 1.364  0.162
H77 -7.650 -1.446 1.931  0.136
H78 -6.270 -4.806 -0.431  0.140
H79 -8.590 -5.404 -0.822  0.159
H80 -5.022 -4.944 1.940  0.151
H81 -2.912 -4.404 3.087  0.159
H82 -3.232 -0.365 2.148  0.135
H83 -5.449 -0.766 0.996  0.115
H84 -1.546 -1.367 3.891  0.082
H85 -1.040 -2.180 2.214  0.096
H86 -1.220 -3.032 3.635  0.113
N12 -1.573 -2.242 -2.466  -0.276
S1 -2.116 -3.168 -1.431  0.442
O4 -3.343 -3.847 -1.806  -0.264
O5 -2.052 -2.767 -0.026  -0.309
F1 -1.002 -4.339 -1.506  -0.167
S2 -2.755 -1.054 -2.427  0.630
O6 -3.762 -1.071 -1.386  -0.287
O7 -3.111 -0.463 -3.719  -0.288
F2 -1.795 0.176 -1.895  -0.239
N13 2.820 6.476 -0.260  -0.575
O8 2.870 7.340 0.618  0.075
O9 3.528 6.537 -1.270  0.021
O10 1.950 5.591 -0.150  -0.295

---

# C7H11N4

An isolated ion of composition C7H11N4 and charge +1 in a non-equilibrium geometry (ωB97M-V/def2-TZVPD, OMol25).

Properties
Gap between HOMO and LUMO, eV: 8.41
Net charge: +1
E, eV: -13387.7518
M, g/mol: 151.193
Max |F|, eV/A: 4.62

Each line ends with the natural charge from an NBO analysis.
Atoms and positions in Å:
C1 -1.964 0.587 1.080  -0.394
N1 -1.083 0.056 0.028  -0.089
N2 -1.464 0.852 -1.166  -0.618
C2 -1.341 -1.410 0.055  -0.153
C3 -0.215 -2.204 -0.025  0.066
N3 0.853 -1.362 0.213  -0.345
C4 2.186 -1.360 0.002  0.025
C5 2.635 -0.097 0.054  -0.307
C6 1.551 0.847 0.079  0.201
N4 1.554 2.168 -0.236  -0.796
C7 0.443 -0.003 0.187  0.115
H1 -1.769 -0.027 1.993  0.254
H2 -1.678 1.663 1.071  0.235
H3 -2.949 0.496 0.799  0.215
H4 -2.547 0.870 -1.169  0.382
H5 -1.057 0.480 -1.969  0.387
H6 -2.358 -1.724 -0.236  0.244
H7 -0.189 -3.246 -0.021  0.257
H8 2.593 -2.331 -0.152  0.238
H9 3.661 0.241 -0.117  0.249
H10 2.391 2.673 -0.481  0.416
H11 0.746 2.832 0.011  0.416

---

# C4H9N2

An isolated ion of composition C4H9N2 and charge +1 in a non-equilibrium geometry (ωB97M-V/def2-TZVPD, OMol25).

Properties
Gap between HOMO and LUMO, eV: 10.11
Net charge: +1
E, eV: -7266.1560
M, g/mol: 85.130
Max |F|, eV/A: 3.60

Each line ends with the natural charge from an NBO analysis.
Atoms and positions in Å:
H1 1.793 2.075 1.689  0.387
N1 0.802 1.933 1.318  -0.468
C1 0.675 0.700 1.010  -0.005
C2 -0.548 0.258 0.342  0.459
N2 -1.502 1.090 0.113  -0.602
C3 -0.544 -1.127 -0.180  -0.472
C4 0.602 -1.257 -1.132  -0.605
H2 1.443 -0.087 1.055  0.207
H3 -2.210 0.904 -0.576  0.437
H4 -1.457 2.016 0.566  0.456
H5 -0.476 -1.698 0.784  0.274
H6 -1.363 -1.124 -0.781  0.230
H7 1.522 -0.886 -0.619  0.208
H8 0.579 -0.578 -2.030  0.235
H9 0.683 -2.218 -1.559  0.257

---

# C18H29N3

One molecule with the formula C18H29N3 (ωB97M-V/def2-TZVPD, OMol25).

Properties
Gap between HOMO and LUMO, eV: 8.80
E, eV: -23607.6094
M, g/mol: 287.451
Max |F|, eV/A: 0.80

Each line ends with the natural charge from an NBO analysis.
Atoms and positions in Å:
C1 -2.159 -2.649 0.083  -0.607
C2 -0.688 -2.415 -0.247  -0.223
C3 -0.007 -3.749 -0.551  -0.596
C4 0.040 -1.710 0.902  -0.401
C5 -0.288 -0.213 1.033  -0.214
N1 0.131 0.592 -0.082  -0.454
C6 -0.568 0.891 -1.220  0.579
N2 -1.870 0.456 -1.413  -0.648
C7 -2.947 0.861 -0.628  0.253
C8 -4.212 0.344 -0.912  -0.268
C9 -5.297 0.681 -0.129  -0.191
C10 -5.146 1.540 0.948  -0.252
C11 -3.898 2.074 1.221  -0.175
C12 -2.806 1.746 0.440  -0.307
N3 0.067 1.539 -2.121  -0.530
C13 1.404 1.778 -1.628  -0.245
C14 1.435 1.241 -0.173  -0.030
C15 2.615 0.306 0.092  -0.404
C16 3.981 0.999 -0.012  -0.216
C17 5.087 -0.056 -0.005  -0.597
C18 4.203 1.987 1.131  -0.607
H1 -2.252 -3.295 0.954  0.199
H2 -2.673 -1.715 0.291  0.211
H3 -2.661 -3.131 -0.753  0.207
H4 -0.622 -1.783 -1.138  0.203
H5 -0.022 -4.391 0.328  0.199
H6 -0.521 -4.264 -1.359  0.206
H7 1.029 -3.599 -0.847  0.204
H8 -0.227 -2.191 1.846  0.201
H9 1.114 -1.831 0.761  0.203
H10 -1.365 -0.098 1.169  0.218
H11 0.205 0.180 1.930  0.201
H12 -2.088 0.349 -2.394  0.411
H13 -4.331 -0.325 -1.752  0.210
H14 -6.269 0.270 -0.360  0.214
H15 -5.995 1.800 1.561  0.213
H16 -3.773 2.761 2.045  0.212
H17 -1.844 2.193 0.639  0.222
H18 2.118 1.250 -2.269  0.185
H19 1.624 2.846 -1.685  0.201
H20 1.463 2.068 0.553  0.178
H21 2.524 -0.119 1.094  0.200
H22 2.575 -0.510 -0.633  0.207
H23 4.030 1.546 -0.958  0.197
H24 6.063 0.415 -0.089  0.208
H25 5.061 -0.628 0.920  0.201
H26 4.968 -0.745 -0.838  0.207
H27 4.118 1.483 2.092  0.200
H28 3.479 2.796 1.099  0.206
H29 5.197 2.423 1.062  0.210

---

Question: Which of these has the lowest M?
Answer: C4H9N2